{
  "formula": "C43H60BF4KN8OS",
  "method": "ωB97M-V/def2-TZVPD",
  "total_energy_ha": -3610.28340,
  "e_above_lowest_kcal_mol": 2.2,
  "homo_energy_ev": -0.65,
  "lumo_ha": 0.141,
  "total_charge": -2,
  "gap_ev": 4.5,
  "symbols": ["H", "C", "H", "C", "K", "H", "C", "C", "S", "C", "H", "C", "N", "H", "H", "C", "C", "H", "H", "H", "H", "H", "H", "F", "C", "H", "H", "C", "C", "H", "N", "C", "H", "C", "H", "C", "C", "H", "C", "H", "C", "H", "H", "C", "C", "H", "H", "H", "H", "N", "H", "H", "H", "H", "N", "O", "C", "F", "H", "H", "C", "H", "H", "C", "H", "C", "H", "H", "H", "H", "H", "F", "C", "H", "H", "N", "H", "H", "H", "H", "C", "H", "C", "H", "C", "C", "N", "C", "H", "H", "N", "H", "C", "H", "H", "H", "C", "H", "H", "C", "N", "C", "H", "C", "B", "H", "C", "C", "F", "C", "C", "C", "H", "H", "H", "C", "C", "C", "C"],
  "positions_angstrom": [[3.341, -2.096, 2.095], [0.655, -4.805, 0.642], [3.389, 3.816, -0.216], [-2.371, 2.072, 2.243], [-0.947, -0.876, 1.283], [-0.601, 0.092, -5.352], [1.251, -1.222, -2.620], [1.374, -0.073, -3.623], [-3.808, -1.993, -3.029], [4.329, 1.255, 1.312], [5.688, 3.089, -0.231], [2.353, -1.661, 1.850], [0.963, 2.002, -1.484], [2.087, -1.919, -2.744], [-2.941, 3.174, -3.551], [-2.684, -7.562, 0.658], [-0.752, 0.812, -4.555], [-2.981, 0.700, 5.205], [6.111, 0.571, 2.295], [0.940, -2.524, 3.830], [-0.750, 3.334, -0.544], [-5.790, -0.340, -4.472], [6.248, -0.617, 0.371], [-5.365, -5.188, 0.739], [1.034, 2.276, 2.977], [5.173, 0.779, 4.566], [2.853, 1.540, 4.869], [2.750, 0.588, -3.535], [0.193, 0.885, -3.535], [2.838, 1.425, -4.233], [1.316, -2.671, 1.794], [-1.159, 2.626, -2.492], [2.110, -0.910, 2.603], [-2.063, 2.537, -3.547], [3.519, -0.149, -3.785], [-1.862, 1.640, -4.580], [-4.119, -5.718, 0.687], [1.306, -0.507, -4.628], [5.417, -0.369, -0.295], [1.443, 4.379, 3.332], [6.045, 2.064, -0.340], [-1.320, 5.726, -0.952], [0.829, -5.442, 1.517], [0.851, 3.762, 2.646], [1.825, 3.095, -1.568], [-3.092, 2.443, -0.579], [2.005, -3.886, 3.405], [-0.095, 5.156, -2.093], [-4.835, -7.766, 0.727], [-2.148, -1.195, -1.265], [-3.964, 1.846, 4.592], [0.322, -1.775, -2.764], [6.871, 1.919, 0.363], [5.769, -0.486, -1.324], [-1.711, -3.392, -1.975], [-1.884, -0.109, 3.342], [-3.944, -0.405, -2.321], [-2.469, -8.905, 0.652], [-0.200, 4.037, 2.763], [-2.976, 4.078, 0.074], [0.471, 1.981, 4.359], [6.438, 1.944, -1.354], [-4.587, 1.719, 2.395], [-3.985, -7.102, 0.692], [-4.714, 1.526, -2.267], [1.591, -3.610, 0.718], [-0.600, 2.185, 4.373], [-3.586, 3.836, -1.567], [-2.476, 3.105, 2.564], [-2.207, -4.197, -2.322], [-2.564, 1.581, -5.404], [-0.368, -7.352, 0.545], [-3.642, 1.227, 2.172], [2.407, -1.139, 0.893], [-6.192, 1.366, -4.285], [2.238, 2.055, 0.355], [1.150, 3.989, 1.624], [-5.931, 0.279, -2.048], [0.992, -5.401, -0.222], [0.254, -3.955, 3.060], [2.473, 1.836, 2.787], [4.619, -1.091, -0.125], [-2.857, 3.477, -0.830], [4.127, 1.244, -0.791], [-2.429, -2.236, -1.989], [-3.047, -4.869, 0.647], [-3.000, 1.524, 4.612], [5.098, 0.935, 2.430], [1.256, -0.832, -1.597], [1.545, -3.046, -0.220], [-3.023, -0.162, -1.461], [0.580, 0.928, 4.625], [2.604, 3.119, -0.470], [-1.267, -3.595, -1.056], [2.625, -4.004, 0.809], [0.452, 1.706, 2.248], [-0.009, 1.818, -2.502], [1.827, 3.772, -2.409], [-4.543, 0.885, -4.713], [1.123, -3.298, 3.084], [-0.727, -4.389, 0.537], [-1.678, -5.306, 0.601], [-1.619, 1.914, 1.473], [4.575, 1.048, 3.702], [1.121, 1.244, -0.210], [0.948, 2.599, 5.130], [-1.428, 3.598, -1.358], [-1.133, 5.039, -1.782], [-3.284, -3.540, 0.691], [3.019, 1.723, 1.491], [4.922, 1.060, -0.072], [-5.048, 0.555, -2.633], [2.948, 0.964, -2.535], [-3.703, 0.494, 1.374], [-1.777, 5.333, -2.618], [-5.414, 0.621, -4.113], [-2.614, 0.987, 3.277], [-1.584, -6.736, 0.616], [3.267, 1.484, 3.871]]
}

{
  "formula": "C43H60N3O11P2TcTe2",
  "method": "ωB97M-V/def2-TZVPD",
  "total_energy_ha": -3966.23978,
  "e_above_lowest_kcal_mol": 14.8,
  "homo_energy_ev": [-6.15, -5.78],
  "spin_multiplicity": 3,
  "lumo_ha": [0.008, -0.027],
  "total_charge": 0,
  "gap_ev": [6.4, 5.0],
  "symbols": ["C", "C", "C", "H", "C", "H", "H", "H", "H", "H", "H", "H", "C", "N", "C", "C", "H", "O", "C", "H", "C", "H", "H", "H", "C", "C", "H", "H", "H", "C", "Te", "H", "C", "H", "C", "C", "C", "H", "C", "C", "H", "C", "O", "H", "C", "C", "H", "C", "H", "C", "H", "H", "H", "C", "H", "H", "O", "N", "C", "H", "H", "O", "H", "C", "H", "C", "H", "O", "C", "C", "C", "H", "Tc", "H", "P", "H", "H", "H", "C", "H", "C", "H", "H", "H", "O", "C", "H", "C", "C", "H", "H", "C", "N", "O", "H", "H", "H", "H", "C", "P", "H", "H", "H", "O", "H", "O", "H", "H", "H", "H", "C", "C", "O", "H", "O", "H", "H", "C", "Te", "C", "C", "C"],
  "positions_angstrom": [[-0.545, -2.277, 1.846], [0.608, -5.366, 0.251], [4.670, -0.655, 8.261], [-4.221, -2.939, 0.028], [2.531, 4.786, 3.052], [7.023, -1.848, -3.945], [5.503, 0.045, 8.342], [0.959, -0.093, -4.132], [0.962, -4.415, -1.627], [5.353, -1.244, 5.721], [-1.868, 3.238, 2.127], [2.781, -1.737, -4.511], [3.704, -0.482, 4.592], [0.683, -4.369, -0.660], [1.292, 6.961, 2.697], [0.277, 1.930, -3.915], [-2.983, -0.757, 0.536], [-1.132, 1.573, -3.960], [2.586, 3.396, 3.116], [0.906, 7.283, 1.730], [-4.823, -0.971, -0.581], [4.449, -0.932, -0.660], [6.699, -1.304, -1.555], [0.256, 1.243, 7.036], [1.420, 2.658, 2.907], [4.395, -0.739, 5.772], [5.085, -1.662, 8.245], [-4.403, -4.048, -6.239], [0.582, 1.976, -2.865], [4.578, -1.153, -1.711], [2.441, 1.055, -0.037], [-2.960, -4.400, -5.270], [2.094, -1.173, -2.014], [4.726, 3.416, 3.244], [-3.885, -0.188, 0.321], [-0.041, -3.445, 1.130], [-1.038, 2.558, 2.313], [-2.872, -0.706, -4.511], [-3.686, 3.756, -2.798], [0.404, 3.294, -4.570], [-5.750, -0.406, -0.723], [-3.810, 2.366, -3.400], [-0.808, -1.257, 1.108], [-2.635, 4.012, -2.677], [-5.135, -2.350, -0.022], [3.460, -1.263, -2.540], [0.551, 2.122, 5.525], [0.224, 3.324, 2.596], [-4.389, 0.035, 1.260], [1.926, 0.513, 5.898], [-5.730, 1.917, -2.553], [2.214, 0.493, 8.017], [2.275, 7.404, 2.842], [3.900, 2.723, 3.387], [-0.161, 0.502, 5.479], [-6.282, -2.603, -5.098], [0.027, -6.743, 2.765], [0.289, -3.199, -0.143], [0.210, 4.709, 2.531], [-5.059, -4.368, -3.909], [0.627, 7.351, 3.468], [-4.304, -1.060, -1.941], [-5.074, -1.398, -4.631], [1.086, 0.866, -4.632], [5.255, -0.363, 3.116], [3.885, -0.381, 7.010], [-0.275, 4.007, -4.106], [-0.363, -4.799, 3.757], [2.472, 0.172, 4.654], [-0.062, -5.539, 2.704], [5.846, -1.371, -2.216], [4.614, -1.987, 3.379], [-0.164, -1.449, -0.896], [2.143, 1.126, -4.608], [-3.067, -1.933, -2.387], [4.024, 1.878, 2.708], [-3.602, 0.746, -0.159], [-3.315, 2.341, -4.374], [4.921, -1.819, -4.382], [-3.290, -2.745, -5.798], [-4.538, -3.444, -4.175], [5.052, -2.089, -5.421], [-4.163, 4.495, -3.439], [-1.329, -1.401, -3.934], [-0.626, -2.265, 3.091], [3.649, -1.617, -3.878], [-1.293, 1.917, 3.160], [0.161, -4.816, 1.427], [-3.747, -3.673, -5.456], [0.158, 3.216, -5.629], [-0.910, 1.912, 1.440], [2.643, 0.238, 7.055], [1.705, -0.664, -0.872], [-0.998, 0.514, -1.608], [-5.860, -2.873, -0.646], [-5.346, 0.954, -3.979], [1.425, 3.655, -4.465], [3.441, 5.349, 3.223], [-5.264, 1.945, -3.537], [-1.802, 0.681, -2.830], [0.757, 0.783, -5.668], [-5.548, -2.251, 0.980], [0.865, -6.385, 0.032], [-2.173, -2.401, -1.312], [-4.162, 3.772, -1.819], [1.112, -1.769, -2.623], [-0.428, -3.813, 3.572], [-0.715, 5.218, 2.288], [3.929, 2.345, 4.409], [-6.082, -2.158, -3.395], [6.027, -1.691, -3.554], [-5.558, -2.327, -4.333], [-3.146, 1.442, -2.512], [4.051, -0.552, 9.150], [-3.627, -3.239, -3.083], [3.670, -0.804, 2.461], [-5.798, 2.662, -4.158], [0.562, 1.137, 5.997], [1.266, 0.520, 2.897], [4.343, -0.933, 3.306], [-2.248, -0.890, -3.640], [1.355, 5.461, 2.766]]
}